# C4H4N3O4S3

A molecular structure, C4H4N3O4S3 (ωB97M-V/def2-TZVPD, the OMol25 dataset).

Last column: Mulliken charge in e.
Positions of all 18 atoms, in Å:
C1 0.309 -1.264 -0.696  0.96
C2 0.296 -1.993 0.504  0.21
C3 0.417 1.203 1.088  0.60
C4 -0.470 -0.195 -0.939  -1.44
N1 0.468 0.209 1.801  -0.12
N2 0.650 2.476 0.827  0.59
N3 -1.721 0.180 -0.312  1.08
O1 1.421 2.913 -0.012  -0.42
O2 -2.215 1.179 -0.758  -0.54
O3 -0.440 3.183 1.242  -0.33
O4 -2.157 -0.373 0.677  -0.57
S1 -0.132 -1.253 1.976  0.02
S2 1.476 -1.742 -1.870  -0.17
S3 0.939 -3.558 0.825  -0.07
H1 -0.437 0.266 -1.942  0.40
H2 -0.299 4.083 1.132  0.35
H3 1.049 -1.322 -3.042  0.22
H4 0.845 -3.993 -0.501  0.23

Forces on atoms 1 to 3 (eV/Å):
C -0.391 -0.573 -0.106
C 0.530 -0.722 -0.126
C 0.511 -4.349 2.598

Results
**Energy**: -1813.93212 hartree
**Relative energy (zero: lowest compared OMol25 entry of this formula, charge and spin)**: 0.000 eV
**Net charge**: +1
**Spin multiplicity**: 3
**Gap between HOMO and LUMO (alpha / beta)**: 6.900 / 5.834 eV
**⟨S²⟩**: 2.033

# C6H10

C6H10 in the gas phase (ωB97M-V/def2-TZVPD, the OMol25 dataset).

Last column: Mulliken charge in e.
Positions of all 16 atoms, in Å:
C1 2.630 0.220 0.485  -0.95
C2 1.767 -0.653 -0.375  -0.41
C3 0.433 -0.886 -0.074  0.38
C4 -0.589 -0.929 0.729  -0.68
C5 -1.898 -0.227 0.632  0.00
C6 -2.151 0.641 -0.607  -1.22
H1 2.379 1.282 0.379  0.25
H2 2.451 -0.048 1.535  0.31
H3 3.691 0.105 0.244  0.32
H4 0.415 -0.435 -1.166  0.10
H5 2.190 -1.087 -1.280  0.35
H6 -1.973 0.397 1.536  0.28
H7 -2.702 -0.967 0.744  0.30
H8 -2.103 0.035 -1.520  0.31
H9 -3.139 1.115 -0.570  0.35
H10 -1.400 1.436 -0.693  0.30

Forces on atoms 1 to 3 (eV/Å):
C 0.021 0.049 0.021
C 0.035 -0.034 0.065
C -0.119 0.098 0.262

Results
**Energy**: -234.42686 hartree
**Relative energy (zero: lowest compared OMol25 entry of this formula, charge and spin)**: 4.780 eV
**Spin multiplicity**: 1
**Gap between HOMO and LUMO**: 7.599 eV

# C26H16Cl3CoGeN4O4

A molecular structure, C26H16Cl3CoGeN4O4 (ωB97M-V/def2-TZVPD, the OMol25 dataset).

Last column: Mulliken charge in e.
Positions of all 55 atoms, in Å:
Co1 -0.965 0.723 0.081  -1.40
O1 3.548 1.083 4.976  -0.69
C1 3.808 1.416 3.814  0.34
O2 4.758 1.996 3.273  -0.70
C2 2.626 1.160 2.831  -0.64
C3 1.515 0.432 3.242  -0.81
C4 0.498 0.200 2.340  0.56
N1 0.596 0.662 1.085  0.79
C5 1.627 1.422 0.685  0.80
C6 2.675 1.677 1.536  -1.03
C7 1.420 1.941 -0.677  0.71
C8 2.383 2.590 -1.430  -1.00
C9 2.051 3.034 -2.698  -0.51
C10 0.771 2.813 -3.185  -1.05
C11 -0.136 2.146 -2.387  -0.05
N2 0.180 1.722 -1.163  0.81
C12 -0.764 -0.527 2.556  0.42
C13 -1.081 -1.225 3.703  -0.67
C14 -2.278 -1.922 3.748  -0.63
C15 -3.105 -1.919 2.636  -0.88
C16 -2.730 -1.189 1.525  -0.10
N3 -1.594 -0.497 1.487  1.12
H1 1.499 0.095 4.271  0.71
H2 3.548 2.262 1.272  0.67
H3 3.372 2.736 -1.020  0.52
H4 2.786 3.547 -3.304  0.47
H5 0.473 3.154 -4.166  0.47
H6 -1.146 1.954 -2.726  0.51
H7 -0.397 -1.219 4.540  0.51
H8 -2.557 -2.468 4.638  0.50
H9 -4.039 -2.461 2.626  0.49
H10 -3.357 -1.158 0.646  0.40
O3 -4.003 0.504 -2.387  -0.61
C17 -3.018 0.314 -1.736  0.40
O4 -2.740 0.926 -0.589  -0.13
C18 -1.931 -0.666 -2.092  0.73
C19 -2.046 -1.392 -3.277  -1.23
C20 -1.003 -2.195 -3.645  -0.78
C21 0.127 -2.294 -2.814  1.02
C22 1.222 -3.125 -3.155  -0.90
C23 2.292 -3.234 -2.321  -0.71
C24 2.305 -2.530 -1.098  -0.78
C25 1.269 -1.715 -0.739  -0.40
C26 0.161 -1.555 -1.600  0.32
N4 -0.885 -0.726 -1.276  0.93
H11 -2.943 -1.275 -3.868  0.61
H12 -1.034 -2.759 -4.568  0.48
H13 1.182 -3.676 -4.086  0.43
H14 3.126 -3.872 -2.579  0.42
H15 3.145 -2.645 -0.427  0.51
H16 1.284 -1.212 0.211  0.28
Cl1 -4.503 1.570 1.897  -0.33
Ge1 -3.696 2.648 0.138  0.35
Cl2 -2.871 1.942 4.235  -0.06
Cl3 -1.424 2.790 1.022  -0.19

Forces on atoms 1 to 3 (eV/Å):
Co 0.018 -0.327 -0.085
O 0.072 -0.275 -0.099
C -0.180 0.697 0.199

Results
**Energy**: -6360.55294 hartree
**Relative energy (zero: lowest compared OMol25 entry of this formula, charge and spin)**: 0.000 eV
**Net charge**: +1
**Spin multiplicity**: 2
**Gap between HOMO and LUMO (alpha / beta)**: 5.725 / 4.664 eV
**⟨S²⟩**: 0.753

# C19H20BrIrNO6Se2

A molecular structure, C19H20BrIrNO6Se2 (ωB97M-V/def2-TZVPD, the OMol25 dataset).

Last column: Mulliken charge in e.
Positions of all 50 atoms, in Å:
Ir1 -0.081 -0.374 0.045  1.15
O1 -5.803 0.010 1.596  -0.50
C1 -5.807 -0.352 0.218  -1.27
C2 -4.374 -0.414 -0.331  1.87
C3 -4.567 -0.664 -1.839  -1.06
O2 -3.459 -1.162 -2.541  -0.46
C4 -3.717 0.936 -0.063  -1.18
Se1 -2.006 1.347 -0.933  -0.41
C5 -3.673 -1.555 0.410  -1.38
Se2 -1.814 -2.069 0.030  -0.09
H1 -6.712 0.073 1.898  0.31
H2 -6.375 0.384 -0.366  0.45
H3 -6.282 -1.332 0.085  0.43
H4 -4.922 0.278 -2.283  0.29
H5 -5.361 -1.407 -1.973  0.43
H6 -2.717 -0.553 -2.378  0.33
H7 -3.594 1.080 1.009  0.40
H8 -4.389 1.721 -0.422  0.47
H9 -4.225 -2.481 0.224  0.40
H10 -3.721 -1.348 1.477  0.49
C6 4.537 -0.392 0.947  -1.54
C7 3.213 -1.021 0.557  1.07
O3 2.229 -0.278 0.616  -0.42
C8 3.175 -2.407 0.151  0.01
C9 4.335 -3.206 0.264  -0.52
C10 4.351 -4.530 -0.079  -0.82
C11 3.164 -5.112 -0.573  -0.29
C12 2.025 -4.374 -0.711  -0.53
C13 1.970 -2.984 -0.363  0.44
O4 0.869 -2.369 -0.538  -0.89
H11 4.373 0.672 1.088  0.32
H12 5.296 -0.550 0.181  0.40
H13 4.903 -0.825 1.880  0.36
H14 5.242 -2.756 0.648  0.29
H15 5.253 -5.118 0.027  0.36
H16 3.157 -6.161 -0.846  0.35
H17 1.108 -4.808 -1.089  0.39
Br1 2.458 6.430 2.863  -0.22
C14 2.280 5.409 1.272  0.04
C15 2.761 5.921 0.079  -0.13
N1 2.668 5.256 -1.069  -0.67
C16 2.089 4.056 -1.047  -0.17
C17 1.582 3.472 0.106  -0.12
C18 1.678 4.168 1.300  -0.29
C19 0.948 2.109 0.075  1.15
O5 0.910 1.493 -1.019  -0.81
O6 0.491 1.643 1.147  -0.82
H18 3.235 6.896 0.050  0.37
H19 2.016 3.521 -1.986  0.50
H20 1.285 3.727 2.206  0.53

Forces on atoms 1 to 3 (eV/Å):
Ir 0.034 0.242 0.100
O 0.023 0.002 -0.013
C -0.014 0.023 0.017

Results
**Energy**: -8723.42231 hartree
**Relative energy (zero: lowest compared OMol25 entry of this formula, charge and spin)**: 1.097 eV
**Net charge**: -1
**Spin multiplicity**: 5
**Gap between HOMO and LUMO (alpha / beta)**: 5.970 / 6.359 eV
**⟨S²⟩**: 6.018

# C3H6INOS

2 unconnected molecules or ions with the total composition C3H6INOS (ωB97M-V/def2-TZVPD, the OMol25 dataset).

Last column: Mulliken charge in e.
Positions of all 13 atoms, in Å:
C1 -0.158 -1.409 -2.985  -0.54
C2 -0.668 1.542 3.294  -0.16
C3 0.547 -0.394 -2.601  -0.31
N1 -1.060 0.701 2.421  -0.31
O1 1.247 0.981 1.160  -0.43
S1 -0.082 0.423 0.998  0.39
I1 0.259 -2.050 1.644  0.00
H1 -0.105 -2.285 -2.457  0.28
H2 -0.646 -1.458 -3.950  0.24
H3 -1.118 1.708 4.240  0.29
H4 0.194 2.151 2.974  0.22
H5 0.968 -0.332 -1.514  0.06
H6 0.623 0.421 -3.224  0.27

Forces on atoms 1 to 3 (eV/Å):
C -0.277 -0.144 -1.717
C 1.571 0.052 -2.845
C 0.846 0.235 3.623

Results
**Energy**: -943.68178 hartree
**Relative energy (zero: lowest compared OMol25 entry of this formula, charge and spin)**: 2.898 eV
**Spin multiplicity**: 1
**Gap between HOMO and LUMO**: 8.277 eV

# C4H6O2

C4H6O2 in the gas phase (ωB97M-V/def2-TZVPD, the OMol25 dataset).

Last column: Mulliken charge in e.
Positions of all 12 atoms, in Å:
C1 1.341 -0.154 -0.285  -0.32
O1 0.332 -0.744 -1.110  -0.37
C2 -0.902 -0.168 -0.781  -0.48
C3 -0.855 0.111 0.691  -0.01
O2 -0.173 -0.784 1.473  -0.32
C4 0.760 0.218 1.065  -0.46
H1 2.149 -0.892 -0.209  0.31
H2 1.755 0.760 -0.734  0.28
H3 -1.102 0.760 -1.350  0.28
H4 -1.694 -0.889 -0.988  0.30
H5 -1.701 0.589 1.200  0.49
H6 0.089 1.193 1.028  0.30

Forces on atoms 1 to 3 (eV/Å):
C 0.139 0.232 0.130
O -0.017 -0.101 -0.201
C -0.185 -0.212 -0.070

Results
**Energy**: -306.33848 hartree
**Relative energy (zero: lowest compared OMol25 entry of this formula, charge and spin)**: 4.566 eV
**SMILES**: C1OC[C@H]2O[C@@H]12
**Spin multiplicity**: 1
**Gap between HOMO and LUMO**: 9.902 eV

# C3H27O11Y

A molecular structure, C3H27O11Y (ωB97M-V/def2-TZVPD, the OMol25 dataset).

Last column: Mulliken charge in e.
Positions of all 42 atoms, in Å:
Y1 1.976 -0.794 3.437  1.00
C1 -0.854 -1.008 -0.416  -0.85
C2 0.457 -0.324 0.014  0.22
C3 0.467 1.168 -0.563  -0.82
O1 0.748 -0.498 1.385  -0.42
H1 -0.871 -2.066 -0.154  -0.15
H2 -1.005 -0.829 -1.481  0.41
H3 -1.794 -0.628 -0.016  0.22
H4 1.244 -0.968 -0.379  0.26
H5 0.496 1.087 -1.650  0.46
H6 1.415 1.666 -0.356  0.29
H7 -0.378 1.802 -0.294  -0.21
O2 -3.173 2.303 -0.777  -0.63
H8 -3.104 3.133 -0.305  0.33
H9 -2.289 2.140 -1.106  0.34
O3 0.296 -3.605 1.489  -0.58
H10 -0.366 -4.231 1.194  0.37
H11 0.482 -3.070 0.718  0.25
O4 0.221 3.644 -2.408  -0.56
H12 -0.400 3.434 -3.106  0.29
H13 0.329 4.594 -2.460  0.28
O5 3.138 1.135 2.269  -0.48
H14 3.637 1.903 2.547  0.30
H15 2.836 1.351 1.387  0.32
O6 -2.465 -1.763 2.635  -0.65
H16 -2.861 -1.010 3.074  0.31
H17 -2.576 -1.582 1.701  0.31
O7 0.072 -1.903 3.874  -0.44
H18 -0.090 -2.693 4.390  0.34
H19 -0.574 -1.939 3.169  0.46
O8 -0.863 -1.589 -4.923  -0.62
H20 -0.317 -1.672 -5.705  0.33
H21 -0.240 -1.493 -4.203  0.29
O9 -2.028 -4.725 0.898  -0.65
H22 -2.873 -4.923 1.303  0.31
H23 -2.246 -4.182 0.141  0.31
O10 -0.310 4.042 0.512  -0.61
H24 0.035 3.430 -0.139  0.41
H25 0.198 4.843 0.381  0.27
O11 4.524 2.199 -1.734  -0.62
H26 3.882 1.528 -1.965  0.31
H27 5.225 2.092 -2.377  0.32

Forces on atoms 1 to 3 (eV/Å):
Y -1.758 1.092 -3.758
C -0.325 0.303 0.030
C -0.372 0.194 0.551

Results
**Energy**: -996.19793 hartree
**Relative energy (zero: lowest compared OMol25 entry of this formula, charge and spin)**: 0.000 eV
**Net charge**: +1
**Spin multiplicity**: 2
**Gap between HOMO and LUMO (alpha / beta)**: 6.514 / 8.059 eV
**⟨S²⟩**: 0.750

- Look up the relative energy (zero: lowest compared OMol25 entry of this formula, charge and spin) of the sixth one.
  4.566 eV

- Which formula does entry 5 have?
  C3H6INOS

- Which value of relative energy (zero: lowest compared OMol25 entry of this formula, charge and spin) does entry 3 give?
  0.000 eV